# 1
Molecular formula: C33H93N15O7P4
Method: DFT, ωB97M-V with the def2-TZVPD basis set

Values from the calculation:
- 2S+1: 1
- Energy above the lowest of the compared OMol25 structures with the same formula, charge and spin: 0.0 kcal per mole
- E_LUMO: 0.356 eV
- Structure (SMILES): CN(C)P(=O)(N(C)C)N(C)C.CN(C)P(=O)(N(C)C)N(C)C.CN(C)P(=O)(N(C)C)N(C)C.CN(C)P(=O)(N(C)C)N(C)C.CNC(C)=O.CNC(C)=O.CNC(C)=O
- Net charge: 0
- Calculated total energy: -109572.4133 eV

Cartesian coordinates (Å):
C -4.6993 -2.9031 1.1314
N -4.3859 -1.5098 1.2186
C -4.3605 -0.9389 2.5953
P -4.3789 -0.4839 -0.1928
O -3.5349 0.7336 -0.0893
N -3.7867 -1.5640 -1.4401
C -4.3309 -1.5344 -2.8997
C -2.4480 -2.1582 -1.4314
N -6.0599 -0.2930 -0.4465
C -7.0091 -1.4404 -0.4338
C -6.6905 1.0528 -0.4403
H -4.7390 -3.2529 0.0999
H -5.7248 -2.9631 1.4959
H -3.9997 -3.5326 1.6813
H -3.8746 -1.6339 3.2801
H -5.3514 -0.8135 3.0319
H -3.9029 0.0503 2.5891
H -4.2317 -2.5513 -3.2794
H -5.3937 -1.3367 -2.7600
H -3.7874 -0.7804 -3.4691
H -2.3561 -3.0273 -2.0828
H -1.7349 -1.3892 -1.7285
H -2.2454 -2.4741 -0.4081
H -7.7194 -1.3515 -1.2558
H -6.4546 -2.3583 -0.6286
H -7.5036 -1.6043 0.5236
H -6.8600 1.3703 -1.4692
H -6.0434 1.7941 0.0286
H -7.6109 1.1425 0.1368
C 2.0479 5.9880 4.8680
N 1.5938 4.7698 5.6277
C 1.3215 5.0817 7.0264
P 0.9924 3.2386 4.9930
O 1.2804 2.1710 5.9599
N -0.6887 3.4423 4.7862
C -1.6031 2.3117 4.6353
C -1.2131 4.7293 4.2811
N 1.7331 3.0719 3.4280
C 2.5317 1.8663 3.0519
C 1.3972 3.9521 2.3080
H 1.1949 6.4136 4.3394
H 2.9249 5.7698 4.2586
H 2.3532 6.7869 5.5437
H 2.2771 5.1041 7.5504
H 0.6921 4.3717 7.5628
H 0.8476 6.0572 7.1353
H -1.4036 1.4875 5.3202
H -2.6566 2.5734 4.7344
H -1.5179 1.9786 3.6010
H -2.2218 4.8574 4.6736
H -0.5845 5.5710 4.5718
H -1.3280 4.6367 3.2011
H 3.5612 2.0358 3.3674
H 2.0151 1.0907 3.6173
H 2.5553 1.6576 1.9823
H 0.5263 3.5699 1.7755
H 2.2315 3.9886 1.6075
H 1.1338 4.9567 2.6390
C 3.1643 -5.8000 0.5926
N 3.4368 -6.2897 -0.8057
C 3.3228 -7.7430 -1.1087
P 3.7366 -5.2142 -2.0833
O 3.6152 -5.8779 -3.3865
N 2.6623 -3.8896 -1.8167
C 1.2733 -4.0793 -1.3446
C 2.8466 -2.5982 -2.4447
N 5.3595 -4.5534 -1.7051
C 6.5018 -5.3774 -2.0605
C 5.8050 -3.4859 -0.8382
H 3.5045 -6.5401 1.3170
H 2.1127 -5.6397 0.8306
H 3.7183 -4.8834 0.7951
H 4.1280 -8.1007 -1.7503
H 2.3962 -7.8634 -1.6700
H 3.2145 -8.2631 -0.1569
H 1.1162 -3.4781 -0.4491
H 0.5592 -3.7595 -2.1035
H 1.0992 -5.1230 -1.0831
H 3.9084 -2.3595 -2.3835
H 2.5246 -2.5453 -3.4847
H 2.3418 -1.7494 -1.9833
H 6.2635 -6.0001 -2.9228
H 7.3367 -4.7400 -2.3517
H 6.7321 -6.0488 -1.2333
H 6.4102 -3.7630 0.0249
H 4.9895 -2.8612 -0.4737
H 6.3780 -2.8385 -1.5020
C 0.2464 1.1351 -2.8769
N 0.5554 2.2490 -3.7713
C 1.3146 3.2730 -3.1000
P 0.4521 2.0239 -5.4752
O -0.5598 1.0087 -5.7482
N 0.1299 3.5885 -6.1468
C 0.9710 4.7960 -5.9965
C -1.1097 3.9070 -6.8984
N 2.0909 1.6414 -5.8888
C 2.7817 0.5337 -5.1803
C 2.5473 1.7400 -7.2992
H 0.2836 1.4136 -1.8238
H 0.8688 0.2591 -3.0595
H -0.7642 0.7933 -3.1004
H 0.5675 4.0537 -2.9574
H 2.1136 3.6973 -3.7081
H 1.7492 3.0121 -2.1350
H 0.8806 5.5494 -6.7790
H 0.8779 5.1962 -4.9869
H 2.0280 4.5315 -6.0278
H -2.0116 3.9327 -6.2867
H -1.1830 4.8470 -7.4453
H -1.2389 3.0527 -7.5630
H 3.7596 0.2762 -5.5873
H 3.0526 0.8762 -4.1816
H 2.2291 -0.4057 -5.1670
H 2.3913 2.7168 -7.7569
H 2.0619 0.9210 -7.8302
H 3.6217 1.6195 -7.4378
C 0.0508 -1.3306 5.6581
N 1.1069 -2.2598 5.6231
C 0.9590 -3.5699 5.8598
C 2.1628 -4.4178 5.7837
O -0.1294 -4.0537 6.2323
H -0.1165 -0.8254 4.7068
H 0.3717 -0.5060 6.2946
H -0.9322 -1.7368 5.8960
H 1.9325 -2.0213 5.0923
H 2.2115 -5.0904 4.9273
H 2.2692 -5.0574 6.6598
H 3.0417 -3.7926 5.6266
C -2.1448 3.9416 0.0193
N -2.5254 3.1585 -1.1422
C -2.4711 3.5634 -2.4314
C -3.0177 2.6190 -3.4207
O -1.9758 4.6293 -2.8320
H -2.8020 4.8062 0.1123
H -1.0918 4.2193 -0.0268
H -2.1352 3.3141 0.9105
H -2.8066 2.2243 -0.8810
H -2.6938 1.5790 -3.3805
H -2.7137 2.9714 -4.4064
H -4.0894 2.8148 -3.3845
C -0.6001 -2.9945 2.2726
N -0.7532 -1.5542 1.9012
C 0.0991 -0.7889 1.2050
C -0.1454 0.7061 1.3238
O 1.0661 -1.2458 0.6000
H 0.1710 -3.0620 3.0401
H -0.3727 -3.7290 1.5001
H -1.5773 -3.3049 2.6425
H -1.6638 -1.1420 2.0461
H -1.0892 0.9826 0.8540
H 0.5716 1.3097 0.7672
H -0.1072 1.0909 2.3429

Atom charges from the Löwdin analysis, given in e for atoms 1 to 2: number 1, C, carries -0.15; number 2, N, carries -0.31

# 2
Molecular formula: C12H27IrN2O2SSe3Te
Method: DFT, ωB97M-V with the def2-TZVPD basis set

Values from the calculation:
- 2S+1: 2
- Energy above the lowest of the compared OMol25 structures with the same formula, charge and spin: 0.0 kcal per mole
- E_LUMO (alpha / beta): -11.790 / -11.840 eV
- Net charge: +3
- Calculated total energy: -236935.5569 eV

Cartesian coordinates (Å):
Ir 0.1893 0.2452 0.1629
Se -1.1639 -1.1280 1.9795
Se -0.0380 -2.8260 2.9189
Te 2.1300 -3.2320 1.6339
Se 2.3299 -1.2949 0.2097
C 0.6089 2.9379 -3.6161
C 0.0977 2.3317 -2.2869
N 1.0389 1.3070 -1.7925
C 2.3298 1.9478 -1.4570
C 2.8481 2.7670 -2.6608
N 1.9971 2.4351 -3.8446
C 1.9761 0.9571 -4.0617
C 1.2572 0.3047 -2.8564
H 0.6235 4.0254 -3.5682
H -0.0099 2.6483 -4.4640
H -0.8783 1.8741 -2.4282
H -0.0069 3.1003 -1.5227
H 3.0304 1.1645 -1.1695
H 2.1888 2.5959 -0.5937
H 3.8873 2.5410 -2.8918
H 2.7662 3.8372 -2.4784
H 2.3806 2.8855 -4.6785
H 3.0029 0.6053 -4.1486
H 1.4668 0.7396 -4.9988
H 1.8643 -0.5077 -2.4622
H 0.2909 -0.1030 -3.1504
C -4.3749 1.4718 0.2506
S -3.2219 0.8493 -0.9810
C -3.7055 -0.8872 -0.8951
O -1.8416 0.9441 -0.3280
H -4.2481 0.9359 1.1895
H -5.3789 1.3211 -0.1483
H -4.2062 2.5363 0.3968
H -4.6175 -0.9827 -1.4853
H -3.8917 -1.1912 0.1333
H -2.9214 -1.4991 -1.3363
C 1.3427 2.7080 3.8484
C 0.9540 3.7958 2.8348
C 0.2097 2.9838 1.7924
O 1.0095 1.7840 1.6676
C 1.4919 1.4414 2.9920
H 0.5512 2.5749 4.5836
H 2.2642 2.9517 4.3701
H 1.8386 4.2546 2.3931
H 0.3344 4.5737 3.2740
H 0.1505 3.4435 0.8060
H -0.7932 2.7188 2.1431
H 2.5246 1.1129 2.8766
H 0.8935 0.6232 3.4012

Atom charges from the Löwdin analysis, given in e for atoms 1 to 2: number 1, Ir, carries 0.73; number 2, Se, carries 0.22

# 3
Molecular formula: C5H9N
Method: DFT, ωB97M-V with the def2-TZVPD basis set

Values from the calculation:
- 2S+1: 1
- Energy above the lowest of the compared OMol25 structures with the same formula, charge and spin: 82.1 kcal per mole
- E_LUMO: 0.831 eV
- Structure (SMILES): C/C=C/C=C/N
- Net charge: 0
- Calculated total energy: -6817.4341 eV

Cartesian coordinates (Å):
C 2.3309 0.8192 -1.2355
C 1.0362 0.4531 -0.5660
C 0.6855 -0.7331 0.0700
C -0.7292 -1.1446 0.4875
C -1.6590 -0.1195 0.5589
N -2.9857 -0.4101 1.0060
H 2.6506 0.0259 -1.9441
H 3.2298 0.7730 -0.6275
H 2.3089 1.8268 -1.7746
H 0.4363 1.3446 -0.5718
H 1.7094 -1.1756 0.6007
H -1.1617 -2.2810 0.6396
H -1.4317 1.0171 0.6954
H -2.9088 -0.8250 1.8660
H -3.5116 0.4294 0.7953

Atom charges from the Löwdin analysis, given in e for atoms 1 to 2: number 1, C, carries -0.14; number 2, C, carries -0.21

| no. | maximum force (eV/A) |
| --- | --- |
| 1 | 3.4 |
| 2 | 2.3 |
| 3 | 4.4 |